(1)
A structure of composition C18H31ClNO2P2Pb in a non-equilibrium geometry. Source: the Open Molecules 2025 dataset; level of theory: wB97M-V/def2-TZVPD.

Geometry as XYZ:
```
56
Properties=species:S:1:pos:R:3
C 0.9358 -1.1797 -4.0656
C 0.9286 -0.9143 -2.6794
N -0.2319 -0.9938 -1.9664
C -1.3985 -1.0842 -2.6181
C -1.4524 -1.2995 -3.9989
C -0.2697 -1.3749 -4.7247
C 2.1410 -0.3766 -2.0529
P 2.2145 -0.4091 -0.2461
Pb -0.2232 -1.2715 0.7976
P -2.5881 -0.2049 -0.1949
C -2.7077 -1.0099 -1.8486
O 1.8925 2.0558 -2.8715
O -0.5008 2.6407 -2.3535
H 1.8975 -1.1759 -4.5785
H -2.4347 -1.3912 -4.4608
H -0.2864 -1.5639 -5.7976
C 3.3728 -1.7345 0.2749
C 3.1853 1.0820 0.1340
H -3.4472 -0.4464 -2.4409
H -3.1050 -2.0289 -1.7051
H 2.1033 1.0096 -2.5119
H 3.0676 -0.7142 -2.5420
C -4.0750 -0.8714 0.6339
C -3.1153 1.4822 -0.6359
H 0.1291 3.4509 -0.8823
H -0.8315 3.3511 -2.9291
H 0.5004 2.4062 -2.6856
H 2.3413 2.1169 -3.7395
H 0.3281 -2.9778 1.2057
H 0.4487 3.8275 -0.2281
H 4.3669 -1.5205 -0.1392
H 3.4353 -1.7513 1.3745
H 3.0206 -2.7156 -0.0679
H 4.2507 0.8546 -0.0054
H 2.8748 1.8858 -0.5463
H 2.9967 1.3880 1.1689
H -4.1034 1.4385 -1.1203
H -3.1903 2.0801 0.2828
H -2.3701 1.9414 -1.3043
H -4.9764 -0.6710 0.0359
H -3.9630 -1.9532 0.7901
H -4.1711 -0.3853 1.6144
Cl 1.5937 2.7984 2.9835
C 1.7408 1.2208 3.6582
C 2.8095 0.9567 4.5150
C 2.9735 -0.3349 5.0415
C 2.0537 -1.3318 4.7379
C 0.9407 -1.0490 3.9495
C 0.7758 0.2231 3.3515
C -0.3119 0.4331 2.3871
H 3.5121 1.7418 4.7487
H 3.8244 -0.5459 5.6900
H 2.1899 -2.3441 5.1256
H 0.1980 -1.8280 3.7548
H -1.3179 0.2405 2.7888
H -0.2607 1.3407 1.7781
```

## Properties
Largest force on an atom   2.4 eV/Å
Gap between HOMO and LUMO   5.232 eV
Multiplicity   1
Total charge   +1
Total energy   -2245.096483 Ha
LUMO energy   -4.9 eV

Atom charges from the Mulliken analysis, given in e for atoms 1 to 2: -0.92 0.29



(2)
A cluster of 2 separate species, C2H7O2P in total in a non-equilibrium geometry. Source: the Open Molecules 2025 dataset; level of theory: wB97M-V/def2-TZVPD.

Geometry as XYZ:
```
12
Properties=species:S:1:pos:R:3
C -2.7756 1.4017 -0.5595
O -2.0178 0.7652 -1.1986
H -2.5386 2.4174 -0.0897
H -3.8205 0.9792 -0.4681
C 1.2740 -0.7015 1.7647
P 0.1375 -0.4506 0.1706
O -1.2991 -1.0522 0.7074
H 0.6530 -0.8453 2.5949
H 1.9337 -1.5917 1.5019
H 2.0175 0.0772 1.7911
H -0.3077 0.8572 0.5048
H -1.2973 -1.8422 0.2321
```

## Properties
Largest force on an atom   4.1 eV/Å
Gap between HOMO and LUMO   9.714 eV
Multiplicity   1
Total charge   0
Total energy   -572.172419 Ha
SMILES   C=O.CPO
LUMO energy   0.8 eV

Atom charges from the Mulliken analysis, given in e for atoms 1 to 2: -0.10 -0.36



(3)
A structure of composition C6H22BFO6Pd in a non-equilibrium geometry. Source: the Open Molecules 2025 dataset; level of theory: wB97M-V/def2-TZVPD.

Geometry as XYZ:
```
37
Properties=species:S:1:pos:R:3
Pd -1.9514 2.4596 1.5697
F -1.2736 1.7560 3.1594
B -0.7032 3.8575 0.9394
H 4.7495 2.8216 -2.4307
H 1.3494 2.6743 -2.3659
H -4.3295 3.1321 3.3705
H 3.9923 -1.0367 1.6124
C 0.0783 -0.1612 0.9224
C 0.9081 0.4951 2.0543
O 2.2958 0.2017 1.8716
O 0.2546 -1.5038 0.7281
H 0.3292 0.3934 -0.0010
H -0.9882 0.1520 1.0755
H 0.6223 0.1026 2.9634
H 0.7254 1.5384 1.9843
H 2.3891 0.4055 0.9352
H 1.1770 -1.7717 0.8042
C -4.3433 -1.3258 0.1998
C -4.4457 0.0678 0.7860
O -3.2048 0.7579 0.5362
O -4.7807 -1.3713 -1.1255
H -4.7763 -2.0018 0.9438
H -3.2047 -1.6127 0.2722
H -4.5403 0.0433 1.8534
H -5.3859 0.4720 0.3811
H -2.4539 0.0619 0.3485
H -4.7456 -2.2954 -1.4261
C 2.3357 -0.5081 -2.1305
C 3.5913 -0.7850 -2.8222
O 4.0453 -2.0978 -2.2912
O 2.6598 -0.0224 -0.7945
H 1.7018 -1.3951 -2.0160
H 1.8608 0.3491 -2.5601
H 4.3211 0.0096 -2.6847
H 3.3308 -1.0338 -3.8424
H 5.0408 -2.2215 -2.3676
H 3.3687 -0.6074 -0.4528
```

## Properties
Largest force on an atom   5.4 eV/Å
Gap between HOMO and LUMO (spin up / spin down)   4.081 / 4.077 eV
Multiplicity   3
Total charge   0
⟨S²⟩   2.00
Total energy   -945.060921 Ha
LUMO energy (spin up / spin down)   -4.6 / -4.6 eV

Atom charges from the Mulliken analysis, given in e for atoms 1 to 2: 0.68 -0.81



(4)
A structure of composition C5H8N2O3S in a non-equilibrium geometry. Source: the Open Molecules 2025 dataset; level of theory: wB97M-V/def2-TZVPD.

Geometry as XYZ:
```
19
Properties=species:S:1:pos:R:3
C 0.7240 -0.2138 -2.5755
C 0.9918 1.0377 -0.5914
C 0.6144 1.4710 0.7496
C -0.3549 -0.4708 1.6839
C -1.6654 -1.0161 1.1080
H 0.5200 0.7195 -3.1722
H 1.7751 -0.4515 -2.6901
H 0.1042 -1.0798 -2.8999
H 0.5092 -0.8924 1.1841
H -0.3172 -0.7050 2.7559
H -1.7717 -0.7847 0.0561
H -2.4897 -0.5697 1.6820
H -2.5373 -2.7669 1.0684
N 1.9144 1.7952 -1.1291
N 1.3096 2.4709 1.1736
O 0.3527 0.0096 -1.2107
O -0.3650 0.9545 1.5267
O -1.6733 -2.4297 1.2909
S 2.3590 2.9220 -0.0103
```

## Properties
Largest force on an atom   1.1 eV/Å
Gap between HOMO and LUMO   9.615 eV
Multiplicity   1
Total charge   0
Total energy   -928.705536 Ha
LUMO energy   0.7 eV

Atom charges from the Mulliken analysis, given in e for atoms 1 to 2: -0.71 0.69



(5)
A structure of composition C40H100O5S5 in a non-equilibrium geometry. Source: the Open Molecules 2025 dataset; level of theory: wB97M-V/def2-TZVPD.

Geometry as XYZ:
```
150
Properties=species:S:1:pos:R:3
C -3.3409 -0.2094 4.5159
S -2.6927 -0.4997 2.7717
O -1.2486 -0.9789 2.8673
C -3.5483 -2.0318 2.2474
H -2.6284 0.4650 4.9910
H -3.4457 -1.1775 5.0058
H -4.3595 0.1724 4.4472
H -4.5767 -1.7321 2.0455
H -3.4609 -2.7453 3.0668
H -3.1359 -2.4421 1.3257
C -0.3897 -3.4203 1.7958
S 0.7843 -3.5769 3.2146
O 1.9400 -4.4564 2.8062
C 1.3483 -1.8069 3.3103
H -1.2045 -2.7297 2.0130
H -0.8615 -4.3691 1.5403
H 0.1273 -3.0531 0.9092
H 0.4982 -1.1410 3.1616
H 2.0379 -1.7889 2.4663
H 1.8002 -1.7202 4.2984
C -0.6362 -0.0530 -1.2520
S 0.5133 -0.9649 -0.1328
O 1.7415 -0.0951 0.1195
C -0.6702 -0.9048 1.2775
H -0.7459 0.9968 -0.9800
H -1.5125 -0.6989 -1.1983
H -0.2008 -0.2131 -2.2383
H -0.2769 -1.4807 2.1152
H -1.5037 -1.5156 0.9306
H -0.8983 0.1233 1.5585
C 1.0778 -4.6162 -1.5693
S 0.2078 -3.0810 -2.1235
O -0.2651 -2.3624 -0.8440
C 1.7296 -2.2448 -2.8054
H 1.6058 -5.0724 -2.4066
H 0.3382 -5.2445 -1.0728
H 1.8440 -4.3619 -0.8369
H 1.4659 -1.1892 -2.8712
H 2.0538 -2.5488 -3.8007
H 2.4502 -2.4658 -2.0180
C 3.2362 1.5769 1.4881
S 2.4606 0.1447 2.3306
O 2.7870 0.1691 3.7714
C 0.6747 0.7662 2.2772
H 4.2793 1.2659 1.5456
H 3.0783 2.5481 1.9573
H 2.8722 1.6875 0.4666
H 0.3901 1.4909 3.0401
H -0.0138 -0.0599 2.4552
H 0.4950 1.1897 1.2891
C -3.3989 -0.7214 0.8183
C -3.4181 -0.3663 -0.6843
C -2.8739 0.9914 -1.0584
C -3.6446 2.1353 -0.3779
C -3.3383 3.4410 -1.1246
C -4.0497 4.6528 -0.4834
H -3.7125 -1.7360 1.0639
H -4.1760 -0.0828 1.2384
H -2.4556 -0.4226 1.2754
H -2.8328 -1.1193 -1.2120
H -4.4276 -0.5973 -1.0246
H -2.7992 1.1740 -2.1304
H -1.8310 0.9399 -0.7457
H -4.6944 1.8551 -0.2912
H -3.3691 2.1864 0.6754
H -2.2563 3.5160 -1.2335
H -3.6082 3.4411 -2.1807
H -4.0962 5.5559 -1.0919
H -5.0842 4.4173 -0.2334
H -3.5744 5.0082 0.4309
C 4.6718 0.6414 -3.0617
C 4.6032 0.4807 -1.5475
C 3.7668 -0.7604 -1.1372
C 4.1366 -1.2511 0.2570
C 3.0884 -2.0731 0.9301
C 2.8535 -3.4439 0.2701
H 3.7227 0.9920 -3.4671
H 5.0803 -0.2624 -3.5137
H 5.3108 1.5228 -3.1162
H 5.6313 0.4297 -1.1891
H 4.2757 1.4002 -1.0625
H 3.7013 -1.5582 -1.8771
H 2.6990 -0.5414 -1.1293
H 5.0637 -1.8159 0.1585
H 4.4414 -0.4756 0.9597
H 3.3282 -2.2100 1.9846
H 2.1510 -1.5170 0.9327
H 2.8629 -3.4027 -0.8191
H 3.6113 -4.1837 0.5281
H 1.9202 -3.9545 0.5075
C 3.3046 2.8171 -0.6716
C 2.7099 1.7272 -1.5854
C 1.2789 1.3030 -1.2940
C 0.1894 2.2510 -1.8930
C 0.0606 2.2127 -3.4740
C -0.9494 3.3277 -3.9638
H 3.2165 3.8563 -0.9886
H 4.3791 2.7409 -0.5053
H 2.7852 2.7133 0.2811
H 2.8021 1.9513 -2.6481
H 3.2981 0.8243 -1.4213
H 1.1355 1.3313 -0.2138
H 1.2205 0.2769 -1.6569
H -0.7662 2.1405 -1.3804
H 0.5005 3.2487 -1.5832
H 1.0229 2.4447 -3.9303
H -0.3865 1.2662 -3.7777
H -0.9680 3.6294 -5.0111
H -1.9920 3.0459 -3.8168
H -0.7565 4.2656 -3.4430
C -2.0345 -5.6739 -0.8485
C -1.2927 -4.3383 -0.7846
C -1.8806 -3.3454 0.2098
C -3.2438 -2.7866 -0.3484
C -3.2614 -2.2355 -1.7859
C -4.5332 -1.5422 -2.1151
H -1.6016 -6.3197 -1.6124
H -3.0776 -5.5070 -1.1174
H -1.9330 -6.1529 0.1254
H -0.2378 -4.4703 -0.5442
H -1.1729 -3.8586 -1.7560
H -1.1149 -2.5910 0.3903
H -2.0384 -3.7958 1.1898
H -3.9117 -3.6440 -0.2664
H -3.5486 -2.0085 0.3514
H -2.4759 -1.5119 -2.0036
H -3.1257 -3.0658 -2.4789
H -5.2919 -2.3129 -2.2510
H -4.8852 -0.9660 -1.2595
H -4.4535 -0.8715 -2.9706
C -1.4073 1.7628 0.8946
C -0.4448 2.7657 1.5622
C 0.7857 3.1744 0.7638
C 1.6198 4.2590 1.5632
C 2.9662 4.6045 1.0794
C 3.6842 5.5848 2.0514
H -1.8426 1.2235 1.7360
H -0.9955 1.0233 0.2079
H -2.2403 2.3121 0.4560
H -1.0756 3.6251 1.7895
H -0.2051 2.4580 2.5800
H 0.4780 3.6346 -0.1751
H 1.4129 2.3312 0.4745
H 0.9731 5.1201 1.7319
H 1.7652 3.7858 2.5343
H 3.5772 3.7042 1.0139
H 2.8992 4.9984 0.0653
H 3.8369 5.1639 3.0452
H 4.6793 5.8163 1.6716
H 3.0630 6.4461 2.2968
```

## Properties
Largest force on an atom   15.8 eV/Å
Gap between HOMO and LUMO   5.957 eV
Multiplicity   1
Total charge   0
Total energy   -3948.221096 Ha
LUMO energy   -0.1 eV

Atom charges from the Mulliken analysis, given in e for atoms 1 to 2: -1.26 0.59